[1]
ORCA calculation (wB97M-V/def2-TZVPD) on a cluster of 10 separate species, C37H77N3O17 in total in a non-equilibrium geometry.

The strongest force on any atom comes out at 5.01 eV/Å. The HOMO energy (alpha / beta) comes out at -11.45 / -11.45 eV. The multiplicity is 2. The molar mass comes out at 836.03 g mol⁻¹. Its net charge is +1. As for the expectation value of S²: 0.780. The calculation puts the LUMO energy (alpha / beta) at -2.7 / -8.0 eV.

Each line ends with the Löwdin charge.
Cartesian coordinates (Å):
C  4.96  15.66  28.76  -0.213
O  5.63  15.77  29.81  0.145
N  5.40  15.81  27.47  0.031
C  4.47  15.71  26.30  0.052
C  6.80  16.03  27.18  0.032
H  3.89  15.44  28.84  0.124
H  3.48  15.42  26.67  0.096
H  4.71  15.04  25.47  0.106
H  4.31  16.63  25.75  0.112
H  6.93  16.96  26.63  0.110
H  7.35  16.11  28.12  0.113
H  7.26  15.18  26.68  0.101
C  4.06  16.07  21.46  -0.386
O  3.20  16.10  22.30  -0.003
N  5.01  15.14  21.31  -0.179
C  5.90  15.08  20.12  -0.013
C  5.13  14.03  22.23  -0.057
H  4.08  16.83  20.66  0.141
H  5.80  14.17  19.53  0.091
H  6.91  15.06  20.55  0.080
H  5.77  16.02  19.57  0.082
H  6.17  14.03  22.54  0.082
H  4.55  14.09  23.15  0.066
H  4.86  13.09  21.74  0.099
C  7.39  20.59  26.78  -0.326
O  7.99  19.53  26.47  -0.045
N  7.34  21.69  26.00  -0.176
C  7.83  21.70  24.63  -0.035
C  6.60  22.85  26.52  -0.044
H  6.85  20.73  27.73  0.122
H  7.05  22.11  24.00  0.089
H  8.09  20.77  24.13  0.070
H  8.64  22.42  24.51  0.095
H  7.28  23.70  26.46  0.090
H  5.74  23.05  25.88  0.091
H  6.43  22.84  27.59  0.089
O  -1.03  16.97  33.55  0.111
C  -0.11  17.75  33.61  -0.537
O  1.04  17.77  32.99  -0.003
C  1.37  16.76  32.07  -0.220
C  2.75  17.05  31.57  -0.066
C  -0.09  18.90  34.68  0.025
H  0.70  16.74  31.21  0.126
H  1.36  15.81  32.62  0.131
H  2.97  18.08  31.30  0.084
H  2.98  16.37  30.74  0.047
H  3.46  16.82  32.36  0.070
H  0.02  19.90  34.28  0.079
H  0.80  18.81  35.29  0.069
H  -0.96  18.76  35.33  0.083
O  5.44  10.71  27.98  0.085
C  5.53  11.77  27.31  -0.509
O  6.42  12.74  27.45  -0.019
C  7.46  12.64  28.42  -0.222
C  8.85  12.83  27.85  -0.056
C  4.50  12.09  26.28  0.025
H  7.57  11.64  28.84  0.127
H  7.29  13.38  29.20  0.116
H  8.95  13.85  27.47  0.051
H  8.98  12.09  27.06  0.088
H  9.56  12.74  28.67  0.096
H  3.99  13.01  26.55  0.059
H  3.68  11.37  26.27  0.103
H  5.02  12.19  25.33  0.089
O  6.83  18.30  20.68  0.085
C  7.43  18.94  21.55  -0.411
O  7.05  19.05  22.93  -0.069
C  5.88  18.41  23.40  -0.231
C  4.58  19.29  23.24  -0.027
C  8.75  19.61  21.32  0.021
H  5.99  18.31  24.48  0.082
H  5.82  17.35  23.13  0.101
H  4.56  19.53  22.18  0.073
H  4.65  20.21  23.83  0.068
H  3.69  18.70  23.46  0.060
H  9.04  19.39  20.29  0.098
H  9.51  19.18  21.97  0.071
H  8.61  20.69  21.33  0.097
O  2.49  13.43  29.20  0.077
C  2.45  12.99  30.32  -0.556
O  1.39  12.37  30.79  -0.002
C  0.09  12.34  30.22  -0.181
C  -0.54  13.76  30.26  -0.045
C  3.62  12.87  31.27  0.045
H  -0.48  11.64  30.83  0.122
H  0.10  11.84  29.26  0.121
H  -0.37  14.17  31.26  0.074
H  -1.58  13.83  29.94  0.081
H  -0.02  14.44  29.58  0.060
H  3.97  11.84  31.27  0.102
H  3.44  13.28  32.26  0.096
H  4.45  13.42  30.83  0.060
O  2.28  17.56  28.61  0.037
C  2.76  18.45  27.88  -0.442
O  2.25  18.79  26.65  -0.052
C  0.91  18.33  26.19  -0.142
C  0.93  16.84  25.67  -0.044
C  4.10  19.18  28.24  0.039
H  0.75  18.92  25.29  0.111
H  0.15  18.67  26.89  0.124
H  -0.02  16.58  25.20  0.079
H  1.06  16.18  26.53  0.057
H  1.67  16.69  24.89  0.060
H  4.73  18.46  28.77  0.070
H  3.86  20.02  28.89  0.093
H  4.47  19.59  27.30  0.069
O  5.79  14.80  35.02  0.056
C  6.22  15.71  34.25  -0.424
O  5.74  17.01  34.18  -0.041
C  4.93  17.62  35.17  -0.264
C  4.48  18.96  34.73  -0.076
C  7.15  15.47  33.09  0.004
H  5.53  17.82  36.06  0.129
H  4.07  17.03  35.47  0.128
H  3.76  18.87  33.92  0.063
H  5.33  19.57  34.44  0.086
H  3.96  19.42  35.57  0.089
H  8.16  15.70  33.46  0.092
H  7.09  16.19  32.28  0.066
H  7.04  14.51  32.58  0.083
O  9.77  15.87  21.76  0.078
C  10.57  16.28  22.60  -0.555
O  10.64  15.94  23.84  0.014
C  9.63  15.19  24.42  -0.210
C  10.12  13.70  24.40  -0.041
C  11.64  17.31  22.23  0.034
H  8.69  15.32  23.88  0.111
H  9.53  15.51  25.46  0.107
H  10.98  13.60  25.06  0.082
H  10.35  13.41  23.38  0.081
H  9.38  12.96  24.71  0.060
H  12.47  16.77  21.77  0.095
H  12.02  17.82  23.11  0.087
H  11.20  18.06  21.57  0.065

***

[2]
ORCA calculation (wB97M-V/def2-TZVPD) on a structure of composition C37H79GaN10O12P in a non-equilibrium geometry.

The strongest force on any atom comes out at 2.83 eV/Å. The HOMO energy comes out at -4.20 eV. The molar mass comes out at 956.79 g mol⁻¹. Its net charge is -1. The calculation puts the LUMO energy at 1.9 eV.

Each line ends with the Löwdin charge.
Cartesian coordinates (Å):
C  0.40  -1.99  0.85  -0.032
C  -0.86  -1.10  0.57  -0.559
O  -1.54  -0.80  1.55  -0.009
N  -1.28  -0.68  -0.72  -0.130
C  -0.80  -1.67  -1.74  -0.205
Ga  -0.48  1.02  -1.25  0.259
C  -1.43  2.68  -0.53  -0.302
C  -2.99  2.55  -0.38  -0.275
C  -3.72  1.87  -1.59  -0.248
N  -5.16  1.54  -1.35  -0.074
C  -5.35  0.60  -0.23  -0.178
C  -6.05  -0.74  -0.66  -0.107
C  -7.42  -1.08  -0.26  -0.031
C  -7.97  -2.37  -0.67  -0.101
C  -7.24  -3.35  -1.46  -0.085
C  -5.89  -3.01  -1.88  -0.012
C  -5.34  -1.71  -1.46  -0.240
O  -4.02  -1.45  -1.85  -0.021
P  1.85  0.96  -0.81  0.748
O  2.46  -0.06  -2.07  -0.448
O  2.38  2.55  -1.29  -0.446
H  0.51  -2.26  1.93  0.064
H  0.29  -2.97  0.30  0.078
H  1.34  -1.52  0.47  0.041
H  -1.32  -2.66  -1.63  0.086
H  -1.11  -1.27  -2.74  0.048
H  0.32  -1.77  -1.76  0.058
H  -0.60  1.09  -2.87  -0.033
H  -1.02  2.86  0.52  0.039
H  -1.12  3.61  -1.10  0.042
H  -3.40  3.61  -0.32  0.097
H  -3.23  2.09  0.62  0.095
H  -3.24  0.93  -1.96  0.070
H  -3.68  2.59  -2.45  0.123
H  -5.70  2.40  -1.24  0.095
H  -4.41  0.31  0.31  0.120
H  -6.00  1.12  0.54  0.117
H  -8.01  -0.39  0.38  0.095
H  -8.99  -2.67  -0.35  0.068
H  -7.64  -4.33  -1.78  0.083
H  -5.22  -3.68  -2.47  0.106
H  -4.08  -0.93  -2.68  0.104
H  1.82  -0.02  -2.81  0.009
H  3.20  2.39  -1.79  0.015
C  3.52  -0.34  3.31  -0.354
O  3.42  -1.09  2.35  -0.017
N  4.41  0.67  3.43  -0.177
C  4.47  1.51  4.61  -0.055
C  5.33  0.91  2.34  -0.046
H  2.86  -0.44  4.19  0.121
H  4.29  2.55  4.32  0.054
H  5.46  1.42  5.06  0.063
H  3.72  1.21  5.34  0.084
H  4.77  1.13  1.43  0.080
H  5.94  0.01  2.17  0.084
H  5.99  1.75  2.58  0.079
C  7.66  3.19  5.53  -0.348
O  7.41  2.17  6.15  0.004
N  8.81  3.44  4.87  -0.203
C  9.04  4.68  4.15  -0.061
C  9.85  2.42  4.87  -0.045
H  6.94  4.02  5.47  0.136
H  9.22  4.46  3.10  0.089
H  9.92  5.18  4.57  0.086
H  8.18  5.34  4.24  0.084
H  9.46  1.50  4.43  0.093
H  10.15  2.22  5.90  0.091
H  10.71  2.76  4.29  0.084
C  3.35  5.08  2.95  -0.338
O  4.01  4.05  2.90  -0.009
N  2.69  5.63  1.91  -0.194
C  1.93  6.86  2.06  -0.062
C  2.74  4.98  0.61  -0.036
H  3.25  5.65  3.88  0.131
H  0.89  6.66  1.80  0.092
H  2.34  7.61  1.38  0.088
H  1.98  7.23  3.08  0.079
H  2.34  3.97  0.70  0.075
H  3.78  4.92  0.28  0.093
H  2.16  5.55  -0.12  0.092
C  2.02  5.28  -4.42  -0.351
O  2.59  6.35  -4.29  -0.007
N  2.58  4.15  -4.92  -0.200
C  1.84  2.91  -5.05  -0.054
C  3.97  4.19  -5.34  -0.051
H  0.97  5.14  -4.14  0.135
H  2.33  2.14  -4.46  0.077
H  1.82  2.61  -6.11  0.087
H  0.82  3.03  -4.70  0.082
H  4.59  4.47  -4.49  0.089
H  4.09  4.94  -6.12  0.088
H  4.28  3.22  -5.72  0.084
C  5.56  -3.49  -3.30  -0.368
O  4.64  -4.01  -3.91  0.000
N  5.43  -2.76  -2.18  -0.195
C  6.58  -2.18  -1.51  -0.065
C  4.11  -2.54  -1.62  -0.038
H  6.60  -3.59  -3.64  0.124
H  6.63  -2.56  -0.49  0.088
H  6.46  -1.09  -1.48  0.088
H  7.50  -2.42  -2.04  0.076
H  3.65  -3.50  -1.37  0.096
H  3.48  -2.04  -2.35  0.068
H  4.17  -1.93  -0.72  0.086
C  -0.47  -4.51  6.44  -0.363
O  0.09  -5.55  6.77  -0.006
N  0.09  -3.51  5.73  -0.199
C  -0.64  -2.31  5.38  -0.046
C  1.47  -3.65  5.30  -0.036
H  -1.52  -4.31  6.72  0.127
H  -0.67  -2.21  4.29  0.084
H  -0.12  -1.44  5.81  0.088
H  -1.66  -2.34  5.77  0.082
H  1.57  -4.53  4.67  0.095
H  2.11  -3.77  6.17  0.091
H  1.78  -2.77  4.74  0.074
C  -9.57  -5.02  0.55  -0.338
O  -9.66  -4.74  -0.63  -0.011
N  -9.64  -6.27  1.06  -0.200
C  -9.53  -6.53  2.48  -0.061
C  -9.85  -7.38  0.15  -0.045
H  -9.41  -4.24  1.32  0.135
H  -8.67  -7.19  2.65  0.090
H  -10.44  -7.01  2.84  0.087
H  -9.37  -5.60  3.03  0.085
H  -9.03  -7.42  -0.57  0.093
H  -10.79  -7.24  -0.39  0.091
H  -9.89  -8.32  0.71  0.084
C  -5.16  0.44  -5.83  -0.356
O  -4.60  1.51  -5.71  0.014
N  -4.58  -0.69  -6.33  -0.206
C  -5.31  -1.94  -6.44  -0.065
C  -3.20  -0.64  -6.75  -0.043
H  -6.21  0.30  -5.54  0.132
H  -4.81  -2.70  -5.84  0.087
H  -5.33  -2.25  -7.49  0.084
H  -6.33  -1.82  -6.08  0.083
H  -2.57  -0.34  -5.91  0.092
H  -3.09  0.11  -7.54  0.090
H  -2.88  -1.61  -7.12  0.084

***

[3]
ORCA calculation (wB97M-V/def2-TZVPD) on a cluster of 6 separate species, C37H80BrN8O8 in total in a non-equilibrium geometry.

The strongest force on any atom comes out at 9.66 eV/Å. The HOMO energy comes out at -10.42 eV. The molar mass comes out at 845.00 g mol⁻¹. Its net charge is +1. The calculation puts the LUMO energy at -5.9 eV.

Each line ends with the Löwdin charge.
Cartesian coordinates (Å):
C  -3.03  2.28  3.47  -0.094
C  -2.70  0.88  2.62  -0.333
C  -2.73  1.11  0.98  -0.081
C  -1.38  0.08  3.15  -0.290
C  -1.41  -0.24  4.79  -0.100
C  0.06  0.75  2.74  -0.101
O  0.05  2.20  2.53  -0.133
N  1.03  2.83  3.20  -0.116
C  1.86  3.73  2.32  -0.075
C  2.52  3.01  1.00  -0.193
O  3.83  2.80  0.94  -0.038
C  1.55  2.58  -0.29  -0.067
C  1.90  1.32  -1.31  0.016
C  0.80  1.01  -2.51  -0.036
C  -0.58  1.93  -2.66  -0.023
C  -0.92  3.20  -1.64  -0.047
C  0.17  3.50  -0.45  -0.015
C  0.27  3.68  4.24  -0.098
N  0.24  3.29  5.56  0.224
N  -0.50  4.93  3.86  0.011
C  0.29  6.16  4.23  -0.172
C  0.05  7.34  3.10  -0.568
O  0.37  7.24  1.80  -0.070
Br  -0.83  9.04  3.81  0.646
H  -2.58  3.16  2.81  0.071
H  -4.17  2.51  3.56  0.090
H  -2.45  2.33  4.50  0.051
H  -3.63  0.17  2.84  0.140
H  -2.16  0.25  0.41  0.102
H  -2.43  2.19  0.64  0.070
H  -3.87  0.98  0.66  0.084
H  -1.41  -0.99  2.64  0.154
H  -0.98  0.64  5.44  0.057
H  -0.73  -1.21  4.91  0.102
H  -2.50  -0.56  5.06  0.093
H  0.49  0.15  1.82  0.151
H  0.81  0.50  3.64  0.147
H  2.77  4.10  3.00  0.159
H  1.32  4.71  1.96  0.109
H  2.88  0.70  -1.13  0.089
H  1.03  0.08  -3.22  0.092
H  -1.38  1.68  -3.50  0.088
H  -1.89  3.85  -1.69  0.084
H  -0.06  4.39  0.30  0.087
H  -0.73  3.15  5.98  0.161
H  1.13  3.08  6.07  0.166
H  -1.47  4.94  4.25  0.135
H  -0.11  6.52  5.28  0.133
H  1.44  5.92  4.22  0.147
C  -6.73  0.62  -3.74  -0.070
C  -5.42  -0.03  -3.28  -0.421
C  -4.77  0.68  -2.07  -0.206
O  -4.11  1.91  -2.38  -0.224
C  -4.98  3.02  -2.51  -0.094
N  -4.50  -0.10  -4.42  0.039
H  -6.57  1.53  -4.31  0.066
H  -7.28  -0.07  -4.38  0.082
H  -7.37  0.86  -2.88  0.073
H  -5.66  -1.05  -2.97  0.137
H  -3.99  0.02  -1.67  0.110
H  -5.49  0.82  -1.25  0.114
H  -5.83  2.97  -1.82  0.073
H  -5.33  3.10  -3.54  0.079
H  -4.41  3.93  -2.29  0.081
H  -3.67  -0.63  -4.14  0.070
H  -4.14  0.84  -4.58  0.069
C  3.24  -2.42  -1.03  -0.073
C  1.94  -3.19  -0.82  -0.423
C  2.01  -4.67  -1.25  -0.196
O  1.97  -4.88  -2.67  -0.193
C  3.21  -4.67  -3.32  -0.108
N  0.85  -2.48  -1.52  0.038
H  3.41  -2.14  -2.07  0.070
H  3.23  -1.49  -0.45  0.049
H  4.10  -3.01  -0.69  0.080
H  1.72  -3.17  0.26  0.131
H  1.13  -5.18  -0.85  0.121
H  2.88  -5.17  -0.81  0.118
H  4.06  -4.97  -2.71  0.064
H  3.31  -3.62  -3.61  0.071
H  3.22  -5.26  -4.24  0.088
H  -0.03  -2.93  -1.29  0.073
H  0.97  -2.66  -2.52  0.073
C  6.18  -7.80  -5.20  -0.072
C  7.02  -6.78  -4.43  -0.423
C  8.39  -7.34  -3.96  -0.197
O  8.31  -8.20  -2.83  -0.195
C  7.92  -9.53  -3.14  -0.107
N  6.24  -6.25  -3.31  0.036
H  5.69  -8.52  -4.54  0.065
H  5.38  -7.29  -5.75  0.075
H  6.78  -8.35  -5.92  0.080
H  7.23  -5.95  -5.12  0.135
H  9.00  -6.49  -3.64  0.121
H  8.93  -7.82  -4.78  0.118
H  8.31  -9.87  -4.10  0.091
H  6.84  -9.62  -3.11  0.072
H  8.32  -10.19  -2.36  0.089
H  6.77  -5.50  -2.87  0.079
H  6.21  -6.98  -2.59  0.080
C  -10.55  4.79  0.57  -0.073
C  -9.38  4.07  1.24  -0.429
C  -8.05  4.17  0.44  -0.198
O  -7.99  3.31  -0.70  -0.223
C  -8.67  3.82  -1.85  -0.100
N  -9.76  2.68  1.49  0.036
H  -10.97  4.23  -0.26  0.066
H  -11.36  4.95  1.29  0.080
H  -10.24  5.78  0.20  0.079
H  -9.21  4.56  2.21  0.134
H  -7.24  3.83  1.10  0.115
H  -7.82  5.20  0.17  0.118
H  -8.60  4.91  -1.92  0.096
H  -9.71  3.50  -1.83  0.079
H  -8.21  3.38  -2.74  0.077
H  -9.01  2.23  2.03  0.069
H  -9.73  2.19  0.59  0.073
C  7.56  -1.46  2.11  -0.072
C  6.59  -0.28  2.03  -0.421
C  5.51  -0.28  3.14  -0.198
O  4.46  -1.23  2.94  -0.208
C  4.79  -2.56  3.31  -0.107
N  5.99  -0.24  0.69  0.050
H  7.12  -2.38  1.73  0.064
H  8.45  -1.25  1.51  0.080
H  7.88  -1.63  3.14  0.078
H  7.19  0.64  2.17  0.137
H  5.03  0.70  3.15  0.112
H  5.96  -0.41  4.14  0.116
H  5.45  -2.60  4.18  0.091
H  5.24  -3.08  2.46  0.073
H  3.86  -3.08  3.55  0.086
H  5.42  0.60  0.61  0.052
H  5.30  -1.00  0.65  0.048